(1)
This record from OMol25 describes C43H39BFeI2N10O4 as an isolated structure. The level of theory is ωB97M-V/def2-TZVPD.

## Properties
Charge = +1
2S+1 = 2
Kohn-Sham gap (spin up / spin down) = 0.2507 / 0.2337 Eh
Expectation value of S² = 0.7964
HOMO energy (spin up / spin down) = -9.4591 / -9.0118 eV
E_tot = -4394.36203 Eh

Each line ends with the Mulliken spin population.
Atoms and positions in Å:
Fe -1.622 -0.059 0.413  1.069
I 6.675 -2.230 1.888  0.000
C 4.604 -2.169 1.700  0.000
C 3.854 -3.292 2.008  0.000
C 2.473 -3.248 1.874  0.000
I 1.348 -4.882 2.508  0.000
C 1.860 -2.091 1.411  -0.005
O 0.503 -1.975 1.309  -0.054
C 2.603 -0.942 1.141  0.009
C 1.954 0.376 0.779  -0.007
N 0.923 0.280 -0.261  0.027
C 0.667 1.569 -0.898  0.002
C -0.229 2.464 -0.080  -0.008
C 0.075 3.807 0.089  0.004
C -0.795 4.623 0.791  -0.008
C -1.950 4.066 1.313  0.011
C -2.177 2.716 1.119  -0.012
N -1.342 1.919 0.438  -0.015
C 3.983 -1.001 1.284  0.000
H 4.333 -4.194 2.364  0.000
H 1.504 0.828 1.669  -0.001
H 2.758 1.053 0.463  0.000
H 1.255 -0.358 -0.977  0.002
H 1.593 2.113 -1.125  0.000
H 0.165 1.376 -1.846  0.001
H 0.990 4.202 -0.332  0.000
H -0.573 5.673 0.931  -0.001
H -2.664 4.657 1.868  0.000
H -3.057 2.238 1.528  -0.004
H 4.576 -0.122 1.068  0.000
C -3.861 -1.586 5.119  0.003
N -2.877 -1.057 4.191  0.001
C -3.067 -0.581 2.964  0.031
N -1.917 -0.181 2.447  -0.025
C -1.031 -0.433 3.451  0.003
N -1.572 -0.961 4.522  0.000
C -4.055 -3.085 5.031  -0.001
C -4.451 -3.770 6.174  0.000
C -4.772 -5.118 6.114  0.000
C -4.694 -5.799 4.911  0.000
C -4.267 -5.127 3.772  0.000
C -3.947 -3.773 3.829  0.001
C -4.198 -5.851 2.500  0.000
N -4.922 -6.835 2.120  0.000
N -4.534 -7.125 0.826  0.000
C -3.640 -6.258 0.493  0.000
O -3.341 -5.440 1.545  -0.001
C -4.432 -3.944 -2.164  0.003
C -4.613 -5.167 -2.804  0.001
C -4.050 -5.373 -4.059  0.000
C -3.282 -4.391 -4.673  0.000
C -3.123 -3.154 -4.058  -0.001
C -2.255 -2.050 -4.639  0.000
N -2.039 -1.016 -3.633  0.000
C -1.449 -1.180 -2.444  0.021
N -1.815 -0.212 -1.619  -0.101
C -2.655 0.541 -2.388  0.014
N -2.832 0.076 -3.599  0.000
C -3.747 -2.942 -2.842  -0.006
H -4.802 -1.075 4.911  0.000
H -3.543 -1.300 6.119  0.000
H -4.033 -0.542 2.485  -0.041
H 0.022 -0.223 3.381  0.003
H -4.520 -3.244 7.119  0.000
H -5.083 -5.638 7.009  0.000
H -4.949 -6.848 4.846  0.000
H -3.625 -3.268 2.925  0.001
H -5.159 -5.967 -2.321  0.000
H -4.181 -6.328 -4.550  0.000
H -2.809 -4.597 -5.626  0.000
H -2.724 -1.562 -5.491  0.000
H -1.287 -2.440 -4.954  0.000
H -0.812 -2.019 -2.209  0.002
H -3.131 1.440 -2.032  0.001
H -3.700 -1.981 -2.351  0.007
C -6.717 -3.368 0.943  0.000
C -6.349 -3.297 -0.544  0.003
C -7.226 -4.312 -1.285  0.000
C -6.658 -1.894 -1.089  0.002
C -4.862 -3.562 -0.784  -0.006
C -2.682 -6.390 -0.596  0.000
C -1.768 -5.489 -0.947  0.001
C -1.652 -4.128 -0.473  -0.002
O -0.316 -3.738 -0.229  -0.001
B -0.416 -2.653 0.598  0.082
O -1.741 -2.214 0.641  0.011
C -2.493 -3.204 -0.006  -0.041
C -3.940 -3.010 0.019  0.011
H -7.743 -3.023 1.080  0.000
H -6.081 -2.747 1.573  0.000
H -6.659 -4.395 1.309  0.000
H -8.275 -4.109 -1.066  0.000
H -7.012 -5.334 -0.966  0.000
H -7.096 -4.248 -2.365  0.000
H -7.717 -1.670 -0.950  0.000
H -6.436 -1.826 -2.156  0.000
H -6.073 -1.132 -0.568  0.001
H -2.683 -7.366 -1.060  0.000
H -0.962 -5.800 -1.604  0.000
H -4.261 -2.390 0.849  0.016



(2)
This record from OMol25 describes a 6-piece molecular cluster, C6H24N2O5 overall. The level of theory is ωB97M-V/def2-TZVPD.

## Properties
Relative energy (zero: lowest compared OMol25 entry of this formula, charge and spin) = 3.659 eV
2S+1 = 1
Kohn-Sham gap = 0.3110 Eh
HOMO energy = -8.0605 eV
E_tot = -728.58257 Eh
SMILES string = C=CCCCNCN.O.O.O.O.O

Each line ends with the natural charge from an NBO analysis.
Atoms and positions in Å:
C -1.760 -1.190 -0.169  -0.209
N -1.128 -1.746 -1.354  -0.642
C -0.606 -0.843 -2.441  -0.023
N 0.799 -0.991 -2.801  -0.929
C -0.879 -0.423 0.899  -0.418
C -1.755 0.657 1.499  -0.471
C -1.055 1.249 2.696  -0.183
C 0.235 1.719 2.560  -0.402
H -2.250 -2.038 0.339  0.202
H -2.467 -0.369 -0.620  0.187
H -0.376 -2.364 -1.091  0.357
H -0.751 0.222 -2.093  0.142
H -1.295 -0.913 -3.387  0.143
H 1.197 -0.626 -3.637  0.378
H 1.232 -1.926 -2.557  0.409
H -0.484 -0.992 1.736  0.201
H 0.067 -0.032 0.411  0.195
H -1.899 1.440 0.691  0.232
H -2.591 0.007 1.873  0.206
H -1.758 1.459 3.504  0.204
H 0.782 1.874 1.678  0.211
H 0.636 2.161 3.446  0.190
H 3.424 -2.472 -1.519  0.492
H 3.176 -3.743 -2.200  0.471
O 2.826 -2.883 -2.109  -0.954
H -0.202 3.184 -0.352  0.488
H 1.032 2.752 -1.307  0.478
O 0.720 3.299 -0.511  -0.964
H 1.804 -2.563 4.150  0.478
H 0.276 -1.999 3.727  0.484
O 1.246 -2.283 3.409  -0.960
H -2.515 3.816 -1.897  0.508
H -2.802 4.378 -0.248  0.500
O -2.568 3.672 -0.872  -1.004
H 3.074 -0.179 0.247  0.490
H 3.098 -0.508 -1.252  0.479
O 3.516 -0.804 -0.445  -0.966



(3)
This record from OMol25 describes C6H20N3SW as an isolated structure. The level of theory is ωB97M-V/def2-TZVPD.

## Properties
Charge = +1
2S+1 = 3
Kohn-Sham gap (spin up / spin down) = 0.2584 / 0.2420 Eh
Expectation value of S² = 2.0909
HOMO energy (spin up / spin down) = -10.7265 / -9.9707 eV
E_tot = -869.75675 Eh

Each line ends with the natural charge from an NBO analysis.
Atoms and positions in Å:
C -1.316 -2.468 -0.289  -0.871
W -0.153 -0.425 -0.220  0.678
N 0.853 1.627 -0.249  -1.033
H -1.378 0.676 -0.592  -0.271
H 0.598 2.334 0.473  0.407
H -0.793 -1.752 -1.003  0.138
H -2.262 -2.699 -0.778  0.262
H -1.570 -2.249 0.757  0.262
H -0.796 -3.444 -0.221  0.258
H 1.890 1.701 -0.214  0.382
H 0.658 2.162 -1.116  0.404
C 2.063 1.071 6.114  -0.620
C 2.477 -0.004 5.155  -0.216
N 1.423 -0.110 4.076  -0.580
C 1.771 -0.181 2.759  0.396
S 0.920 -1.264 1.701  -0.205
N 2.640 0.694 2.244  -0.589
C 2.855 2.080 2.750  -0.223
C 3.771 2.848 1.831  -0.628
H 1.896 2.007 5.578  0.209
H 2.839 1.224 6.860  0.234
H 1.137 0.803 6.614  0.226
H 3.435 0.194 4.667  0.206
H 2.537 -0.994 5.643  0.224
H 0.665 -0.773 4.275  0.424
H 2.951 0.425 1.293  0.421
H 1.884 2.603 2.889  0.208
H 3.266 1.959 3.760  0.215
H 3.362 3.034 0.834  0.201
H 3.953 3.818 2.285  0.249
H 4.741 2.360 1.709  0.231



(4)
This record from OMol25 describes a 5-piece molecular cluster, C39H56F12IN3O12P2S overall. The level of theory is ωB97M-V/def2-TZVPD.

## Properties
2S+1 = 1
Kohn-Sham gap = 0.2889 Eh
HOMO energy = -7.9452 eV
E_tot = -5163.33993 Eh
SMILES string = C#CCCC[C@](CCCS)(NP(=N)(O)O)[C@H](O[C@](CN)(CC#C)Cc1ccc(C)cc1)P(O)I.CCOC(=O)C(F)(F)F.CCOC(=O)C(F)(F)F.CCOC(=O)C(F)(F)F.CCOC(=O)C(F)(F)F

Each line ends with the Mulliken charge.
Atoms and positions in Å:
C 1.505 5.573 5.037  -0.472
C 0.675 5.905 4.056  -0.481
C -0.494 6.010 2.921  0.410
C -0.507 4.653 1.988  -0.464
C -1.970 4.025 1.768  -0.572
C -2.442 3.728 0.265  1.788
C -1.310 3.370 -0.812  -1.366
C -0.160 2.347 -0.380  0.195
C 1.232 2.620 -1.201  -0.910
S 2.407 3.763 -0.315  -0.246
N -3.245 4.862 -0.386  0.267
P -2.657 6.458 -0.055  0.708
N -3.424 7.440 -1.107  -1.017
O -3.125 7.092 1.498  -0.461
O -0.973 6.724 -0.392  -0.548
C -3.621 2.571 0.409  -1.282
O -4.500 3.063 1.456  0.323
C -5.908 3.043 1.110  0.756
C -6.474 1.629 0.567  -1.379
N -6.363 0.484 1.520  -0.397
C -6.349 4.148 -0.007  -0.248
C -6.211 5.667 0.476  -0.038
C -6.454 6.916 0.826  -0.720
C -6.705 3.408 2.503  -1.134
C -5.647 3.873 3.663  0.472
C -5.240 5.364 3.953  -0.181
C -4.200 5.758 5.105  -0.698
C -3.562 4.633 6.037  0.674
C -2.540 5.104 7.195  -1.070
C -3.994 3.134 5.770  -0.821
C -5.006 2.752 4.588  -0.216
P -2.982 0.824 0.809  -0.043
O -3.484 0.482 2.448  -0.403
I -4.006 -0.869 -0.731  -0.304
H 2.284 5.322 5.844  0.340
H -0.276 6.941 2.272  0.184
H -1.516 6.132 3.444  -0.009
H 0.109 4.843 1.035  -0.040
H 0.122 3.885 2.606  0.361
H -1.986 3.011 2.350  0.428
H -2.722 4.696 2.362  -0.406
H -0.772 4.305 -1.265  0.320
H -1.862 2.888 -1.726  0.356
H 0.034 2.254 0.750  -0.145
H -0.500 1.285 -0.727  0.333
H 1.002 2.980 -2.283  0.350
H 1.766 1.590 -1.299  0.366
H 3.234 2.945 0.469  0.146
H -3.165 4.677 -1.410  0.588
H -2.732 7.934 -1.696  0.210
H -3.480 8.006 1.382  0.309
H -0.809 7.623 0.015  0.301
H -4.106 2.528 -0.647  0.586
H -7.618 1.793 0.375  0.408
H -6.010 1.453 -0.471  0.365
H -6.538 -0.369 0.936  0.247
H -7.162 0.459 2.197  0.274
H -7.429 3.886 -0.367  0.540
H -5.678 4.014 -0.940  0.196
H -6.581 8.034 1.099  0.314
H -7.231 2.469 2.958  0.343
H -7.552 4.177 2.341  0.359
H -5.675 6.240 3.356  0.217
H -3.908 6.874 5.265  0.233
H -1.905 5.987 6.769  0.259
H -1.779 4.287 7.501  0.295
H -3.081 5.544 8.130  0.270
H -3.556 2.320 6.453  0.256
H -5.271 1.635 4.472  0.198
H -3.290 -0.468 2.659  0.313
C 0.356 -4.931 2.789  -1.281
C 1.162 -4.236 1.708  0.163
O 0.532 -3.004 1.321  -0.208
C 0.775 -1.936 2.118  -0.119
O 1.469 -1.971 3.107  -0.529
C 0.087 -0.690 1.564  1.402
F -1.190 -0.932 1.171  -0.130
F 0.735 -0.198 0.485  -0.280
F 0.022 0.317 2.463  -0.253
H -0.678 -5.072 2.465  0.309
H 0.789 -5.904 3.027  0.401
H 0.324 -4.332 3.703  0.340
H 1.197 -4.866 0.816  0.085
H 2.196 -4.064 2.021  0.361
C 5.448 -4.208 -3.618  -1.212
C 5.206 -5.626 -3.137  0.027
O 3.986 -5.701 -2.383  -0.180
C 2.844 -5.804 -3.105  0.294
O 2.806 -5.830 -4.313  -0.530
C 1.637 -5.925 -2.179  0.931
F 1.677 -5.043 -1.151  -0.294
F 1.548 -7.155 -1.620  -0.272
F 0.464 -5.712 -2.813  -0.249
H 5.430 -3.509 -2.777  0.313
H 6.414 -4.131 -4.122  0.408
H 4.667 -3.888 -4.313  0.312
H 6.010 -5.927 -2.464  0.092
H 5.197 -6.338 -3.967  0.304
C 7.120 -10.925 1.223  -1.106
C 7.930 -10.226 0.147  -0.206
O 7.302 -8.993 -0.238  -0.300
C 7.542 -7.928 0.564  0.233
O 8.233 -7.967 1.555  -0.514
C 6.857 -6.680 0.013  1.077
F 5.583 -6.916 -0.387  -0.253
F 7.509 -6.178 -1.068  -0.291
F 6.789 -5.676 0.912  -0.254
H 6.087 -11.066 0.895  0.303
H 7.553 -11.899 1.460  0.378
H 7.085 -10.329 2.139  0.313
H 7.968 -10.853 -0.747  0.312
H 8.962 -10.056 0.465  0.320
C 1.612 -2.124 -7.916  -1.092
C 2.655 -1.585 -8.876  -0.205
O 3.973 -1.984 -8.469  -0.311
C 4.355 -3.232 -8.834  0.371
O 3.661 -3.997 -9.461  -0.506
C 5.787 -3.506 -8.380  0.863
F 6.016 -3.104 -7.108  -0.233
F 6.694 -2.861 -9.152  -0.252
F 6.111 -4.816 -8.427  -0.245
H 1.842 -1.823 -6.891  0.289
H 0.618 -1.755 -8.179  0.373
H 1.591 -3.217 -7.931  0.319
H 2.638 -0.492 -8.859  0.315
H 2.454 -1.893 -9.906  0.313